No. 1
Entry from the OMol25 dataset: a cluster of 2 separate species, C7H12O2 in total in a non-equilibrium geometry (ωB97M-V/def2-TZVPD).

Properties
**ΔE to the lowest compared entry with this formula, charge and spin**: 64.17 kcal per mole
**LUMO**: 0.77 eV
**Gap between HOMO and LUMO**: 10.32 eV
**SMILES string**: C=CC[C@H]1CO1.CC=O

Geometry (Å):
C (-0.4930, 1.0344, 1.5545)
C (-0.7306, 0.5584, 0.3441)
C (-1.9712, -0.1832, -0.0466)
C (-1.8195, -1.6883, 0.1016)
C (-0.5249, -2.3566, 0.2426)
O (-1.3879, -2.1886, 1.3412)
H (-1.2002, 0.9047, 2.3607)
H (0.3717, 1.6400, 1.7784)
H (-0.1315, 0.9610, -0.5170)
H (-2.2129, 0.0255, -1.0933)
H (-2.8216, 0.1326, 0.5685)
H (-2.6307, -2.2580, -0.3508)
H (-0.4075, -3.3742, -0.1143)
H (0.3775, -1.7586, 0.2471)
C (2.4165, 1.6831, -0.4888)
C (1.9129, 0.6156, -1.4075)
O (0.8965, 0.5808, -2.0907)
H (1.6372, 2.4092, -0.2709)
H (2.6828, 1.1997, 0.4534)
H (3.3164, 2.1429, -0.8953)
H (2.7200, -0.0805, -1.7169)

No. 2
Entry from the OMol25 dataset: the molecule C24H25NO6S (ωB97M-V/def2-TZVPD).

Properties
**ΔE to the lowest compared entry with this formula, charge and spin**: 0.00 kcal per mole
**LUMO**: 0.07 eV
**Gap between HOMO and LUMO**: 8.93 eV
**SMILES string**: CCc1cc(=O)oc2cc(C)cc(OCC(=O)N[C@@H](CSCc3ccccc3)C(=O)O)c12

Geometry (Å):
C (0.6014, 3.5559, -0.6343)
C (0.8367, 2.0519, -0.6703)
C (2.2440, 1.6033, -0.4174)
C (3.2147, 2.4883, -0.0924)
C (4.5879, 2.1157, 0.1495)
O (5.4790, 2.8677, 0.4561)
O (4.8847, 0.7859, 0.0043)
C (3.9505, -0.1294, -0.3198)
C (4.4243, -1.4341, -0.4392)
C (3.5638, -2.4528, -0.7800)
C (4.0400, -3.8612, -0.9406)
C (2.2153, -2.1543, -0.9754)
C (1.7187, -0.8710, -0.8364)
O (0.3865, -0.5867, -0.9864)
C (-0.4968, -1.6531, -1.2351)
C (-1.9472, -1.2380, -1.0848)
O (-2.8324, -2.0820, -1.1829)
N (-2.1963, 0.0515, -0.8568)
C (-3.5159, 0.5178, -0.4629)
C (-3.4465, 1.9026, 0.1610)
S (-2.1065, 2.1292, 1.3688)
C (-2.5087, 0.8662, 2.6391)
C (-1.8011, -0.4298, 2.3963)
C (-2.5027, -1.6180, 2.2430)
C (-1.8273, -2.8094, 2.0405)
C (-0.4439, -2.8228, 1.9881)
C (0.2649, -1.6401, 2.1354)
C (-0.4112, -0.4519, 2.3348)
C (-4.4910, 0.5556, -1.6799)
O (-4.9696, 1.5808, -2.0730)
O (-4.7572, -0.6196, -2.2055)
C (2.5968, 0.2005, -0.5250)
H (1.2104, 4.0670, -1.3756)
H (0.8191, 3.9621, 0.3495)
H (-0.4444, 3.7602, -0.8515)
H (0.2087, 1.5845, 0.0926)
H (0.5308, 1.6646, -1.6454)
H (3.0176, 3.5420, 0.0010)
H (5.4737, -1.6100, -0.2677)
H (3.8420, -4.2130, -1.9520)
H (5.1062, -3.9338, -0.7485)
H (3.5143, -4.5207, -0.2516)
H (1.5634, -2.9682, -1.2463)
H (-0.3659, -2.0508, -2.2519)
H (-0.3485, -2.4729, -0.5200)
H (-1.4222, 0.6944, -0.7474)
H (-3.9292, -0.2129, 0.2488)
H (-4.3960, 2.1404, 0.6406)
H (-3.2602, 2.6488, -0.6122)
H (-3.5915, 0.7541, 2.6642)
H (-2.1742, 1.3113, 3.5775)
H (-3.5826, -1.6200, 2.2994)
H (-2.3845, -3.7262, 1.9222)
H (0.0828, -3.7546, 1.8406)
H (1.3445, -1.6448, 2.0955)
H (0.1363, 0.4726, 2.4505)
H (-4.2048, -1.3520, -1.8124)

No. 3
Entry from the OMol25 dataset: a structure of composition C24H36FMnO18 in a non-equilibrium geometry (ωB97M-V/def2-TZVPD).

Properties
**LUMO (spin up / spin down)**: 0.53 / 0.55 eV
**Multiplicity**: 7
**Gap between HOMO and LUMO (spin up / spin down)**: 1.70 / 9.31 eV

Geometry (Å):
Mn (0.1202, -0.3441, -1.1016)
F (0.1198, -0.3595, -3.1457)
C (0.4318, -7.0028, -0.8713)
C (-0.2088, -5.8107, -0.1540)
C (0.6187, -5.2789, 0.9606)
O (0.6797, -3.9225, 0.7499)
C (0.1580, -3.6555, -0.4714)
O (0.1794, -2.5351, -0.9923)
O (-0.2544, -4.7285, -1.0774)
H (-0.0546, -7.1563, -1.8346)
H (0.5541, -7.9339, -0.3179)
H (1.4804, -6.7841, -1.0728)
H (-1.2229, -6.0614, 0.1573)
H (1.5653, -5.8108, 0.8650)
H (0.0759, -5.3936, 1.8988)
C (2.3175, 5.4990, -3.1684)
C (3.1553, 4.4884, -2.4124)
C (3.1785, 4.7206, -0.9205)
O (2.6530, 3.5280, -0.3646)
C (2.1790, 2.7479, -1.3605)
O (1.7097, 1.6202, -1.2282)
O (2.4850, 3.2588, -2.5421)
H (2.7000, 6.4733, -2.8643)
H (1.2743, 5.4191, -2.8625)
H (2.3515, 5.3866, -4.2521)
H (4.1573, 4.3916, -2.8304)
H (2.5247, 5.5636, -0.6969)
H (4.2451, 4.7953, -0.7086)
C (-0.1482, -0.7679, 5.4763)
C (-0.7966, -1.4507, 4.2285)
C (-2.0104, -0.7300, 3.7383)
O (-1.8022, -0.7333, 2.3467)
C (-0.4951, -0.8847, 2.1298)
O (0.0188, -0.6697, 1.0363)
O (0.1558, -1.2680, 3.2203)
H (0.8064, -1.1098, 5.8763)
H (-0.8658, -0.6565, 6.2891)
H (0.1550, 0.2524, 5.2415)
H (-1.0503, -2.4869, 4.4522)
H (-1.9789, 0.3017, 4.0883)
H (-2.9478, -1.1659, 4.0840)
C (5.8413, -1.6594, 2.0828)
C (5.2202, -0.9748, 0.8432)
C (5.5323, -1.5441, -0.4892)
O (4.3448, -1.5458, -1.1298)
C (3.3556, -1.1856, -0.2951)
O (2.2087, -0.9461, -0.6167)
O (3.8517, -1.0400, 0.9347)
H (5.6973, -2.7301, 1.9377)
H (5.3207, -1.2711, 2.9582)
H (6.8902, -1.3742, 2.1634)
H (5.4759, 0.0823, 0.9165)
H (5.9757, -2.5341, -0.3817)
H (6.2507, -0.8767, -0.9652)
C (-5.8934, -1.9379, -3.1102)
C (-5.0088, -0.6765, -2.9429)
C (-5.4339, 0.0947, -1.7253)
O (-4.1674, 0.1143, -1.0516)
C (-3.2159, -0.6790, -1.6358)
O (-2.1209, -0.9486, -1.1951)
O (-3.7451, -1.1721, -2.7174)
H (-6.1554, -2.4611, -2.1906)
H (-5.4012, -2.6644, -3.7568)
H (-6.8730, -1.6423, -3.4858)
H (-5.0440, -0.0030, -3.7992)
H (-6.1570, -0.4321, -1.1027)
H (-5.8214, 1.0757, -2.0002)
C (-2.8179, 4.9289, 1.6355)
C (-2.7888, 4.2576, 0.2707)
C (-1.9069, 4.8611, -0.7931)
O (-1.1682, 3.7314, -1.2410)
C (-1.3696, 2.6534, -0.4512)
O (-0.9244, 1.5216, -0.5715)
O (-2.1240, 3.0429, 0.5424)
H (-3.3242, 4.3161, 2.3813)
H (-3.2410, 5.9270, 1.5221)
H (-1.8282, 5.0678, 2.0706)
H (-3.7538, 3.9699, -0.1466)
H (-1.3874, 5.7372, -0.4050)
H (-2.5077, 5.1719, -1.6478)

No. 4
Entry from the OMol25 dataset: a structure of composition C20H60F4N2O18S4V in a non-equilibrium geometry (ωB97M-V/def2-TZVPD).

Properties
**ΔE to the lowest compared entry with this formula, charge and spin**: 0.00 kcal per mole
**LUMO (spin up / spin down)**: -1.24 / -1.35 eV
**Multiplicity**: 4
**Gap between HOMO and LUMO (spin up / spin down)**: 8.85 / 8.75 eV

Geometry (Å):
V (0.0195, -0.5007, 2.6680)
N (0.1094, 0.0181, 0.6556)
S (0.1442, 1.4902, 0.0174)
O (-1.0130, 1.8244, -0.7156)
O (1.4134, 1.9371, -0.4132)
F (-0.1043, 2.2667, 1.4161)
S (0.0542, -0.9245, -0.7295)
O (1.0022, -0.6469, -1.7354)
O (-1.2417, -1.3582, -1.0963)
F (0.6327, -2.1957, 0.0109)
N (0.4164, -2.3805, 3.4756)
S (-0.1774, -2.9558, 4.9076)
O (0.6155, -2.5656, 6.0069)
O (-0.7692, -4.2312, 4.8589)
F (-1.4299, -1.9607, 4.9336)
S (1.3330, -3.6053, 2.9827)
O (0.7040, -4.4445, 2.0375)
O (2.2085, -4.1176, 3.9642)
F (2.3044, -2.7112, 2.0735)
C (1.4691, 4.8624, 3.7176)
C (0.4814, 4.5839, 4.8376)
O (1.0470, 4.8503, 6.1203)
H (1.0910, 4.4642, 2.7689)
H (2.4323, 4.3879, 3.8952)
H (1.5619, 5.9315, 3.5183)
H (0.2695, 3.5131, 4.8214)
H (-0.4274, 5.1723, 4.6996)
H (0.9506, 5.7911, 6.2897)
C (-4.1179, 1.9902, 0.8547)
C (-5.1598, 0.9009, 0.9272)
O (-6.4158, 1.4307, 0.5044)
H (-3.1178, 1.6161, 1.0789)
H (-4.3180, 2.8138, 1.5386)
H (-4.0816, 2.3513, -0.1744)
H (-5.3200, 0.5718, 1.9645)
H (-4.8221, 0.0482, 0.3303)
H (-7.0505, 0.7091, 0.5019)
C (2.2483, 5.5251, 0.1977)
C (1.0515, 5.6150, -0.7232)
O (0.8090, 6.9583, -1.1366)
H (2.1026, 6.1580, 1.0771)
H (3.1604, 5.9076, -0.2617)
H (2.3637, 4.5014, 0.5608)
H (0.1231, 5.3041, -0.2431)
H (1.2024, 4.9569, -1.5856)
H (1.4463, 7.1808, -1.8209)
C (0.2304, -5.7004, -1.3385)
C (0.9671, -5.7540, -2.6716)
O (0.6280, -6.9094, -3.4097)
H (0.3046, -6.6497, -0.8085)
H (-0.8366, -5.5341, -1.5298)
H (0.5841, -4.8924, -0.6979)
H (2.0415, -5.7056, -2.4972)
H (0.7280, -4.8575, -3.2580)
H (-0.3073, -6.8599, -3.6261)
C (-2.4734, -3.0469, 1.7740)
C (-2.9570, -1.6212, 1.7171)
O (-2.2016, -0.8003, 2.6501)
H (-3.0109, -3.6681, 1.0647)
H (-2.5518, -3.4116, 2.7999)
H (-1.4089, -3.1479, 1.5411)
H (-4.0085, -1.6391, 2.0060)
H (-2.8917, -1.1667, 0.7316)
H (-2.7197, -0.6403, 3.4427)
C (3.3172, -0.4403, -4.5311)
C (3.8913, -1.2733, -3.4137)
O (4.1060, -2.5825, -3.9706)
H (4.0656, -0.3367, -5.3204)
H (3.0753, 0.5758, -4.2210)
H (2.4813, -0.9641, -4.9952)
H (3.2611, -1.3012, -2.5262)
H (4.8848, -0.8656, -3.1911)
H (4.6470, -3.0773, -3.3506)
C (-2.2200, 0.6799, -3.7746)
C (-3.5499, -0.0169, -3.7670)
O (-4.4547, 0.7053, -4.6098)
H (-2.2573, 1.5924, -3.1778)
H (-1.7989, 0.8325, -4.7634)
H (-1.5258, 0.0574, -3.2009)
H (-3.9629, -0.1282, -2.7596)
H (-3.4321, -1.0261, -4.1848)
H (-5.3329, 0.3202, -4.5472)
C (3.4255, 1.7343, 2.3037)
C (3.0515, 0.2658, 2.3512)
O (2.0337, -0.0216, 3.3467)
H (2.7200, 2.3292, 1.7245)
H (4.3888, 1.8084, 1.7999)
H (3.4793, 2.1353, 3.3161)
H (3.9483, -0.2954, 2.6309)
H (2.7758, -0.1714, 1.3946)
H (2.4442, 0.0727, 4.2114)
C (-4.0104, -3.2694, -1.7971)
C (-4.6541, -4.5164, -1.2228)
O (-6.0716, -4.4672, -1.2183)
H (-4.3690, -2.4427, -1.1712)
H (-4.3480, -3.0322, -2.8057)
H (-2.9257, -3.2786, -1.7023)
H (-4.3282, -4.6387, -0.1873)
H (-4.2948, -5.4575, -1.6600)
H (-6.3843, -4.6173, -2.1147)
C (4.1562, 3.5999, -2.2564)
C (4.7896, 2.4668, -1.4909)
O (6.1712, 2.3948, -1.8401)
H (4.6376, 4.5382, -1.9737)
H (3.0900, 3.6680, -2.0319)
H (4.2106, 3.5154, -3.3424)
H (4.2885, 1.5214, -1.7371)
H (4.6627, 2.6299, -0.4152)
H (6.6004, 1.7479, -1.2747)

No. 5
Entry from the OMol25 dataset: a cluster of 2 separate species, C10H16O in total in a non-equilibrium geometry (ωB97M-V/def2-TZVPD).

Properties
**Net charge**: -1
**ΔE to the lowest compared entry with this formula, charge and spin**: 38.66 kcal per mole
**LUMO (spin up / spin down)**: 3.33 / 3.18 eV
**Multiplicity**: 2
**Gap between HOMO and LUMO (spin up / spin down)**: 2.40 / 7.20 eV

Geometry (Å):
C (-0.0594, -0.5274, -3.7585)
C (-0.6462, 0.2167, -2.5734)
O (-1.3332, -0.9275, -4.3767)
H (0.3281, 0.1229, -4.5650)
H (0.5846, -1.3856, -3.5367)
H (-1.1741, 1.1019, -2.9172)
H (-1.3585, -1.8460, -4.5327)
H (-0.0095, 0.3968, -1.6205)
H (-1.5323, -0.1520, -2.1155)
C (-0.9492, 0.3840, 3.0773)
C (-2.1607, 1.2823, 2.8471)
C (0.0493, 0.2790, 1.9722)
C (-0.1951, -0.6977, 0.9602)
C (1.3039, 0.8939, 1.9696)
C (0.8272, -0.9905, 0.0773)
C (2.3492, 0.5547, 1.0870)
C (2.0838, -0.4473, 0.1311)
H (-0.3693, 0.7049, 4.0023)
H (-1.2016, -0.6206, 3.3318)
H (-3.0118, 1.1505, 3.4690)
H (-1.1634, -1.1510, 0.8542)
H (1.7223, 1.4319, 2.8697)
H (0.6415, -1.7030, -0.7400)
H (3.3640, 0.8698, 1.2357)
H (2.9733, -0.6526, -0.4351)
H (-2.6101, 1.0762, 1.8789)
H (-2.0081, 2.3528, 2.9173)

No. 6
Entry from the OMol25 dataset: a structure of composition C36H24BrN3O3P2RuS4Se2 (ωB97M-V/def2-TZVPD).

Properties
**Net charge**: -1
**ΔE to the lowest compared entry with this formula, charge and spin**: 0.00 kcal per mole
**LUMO (spin up / spin down)**: 2.12 / 1.48 eV
**Multiplicity**: 2
**Gap between HOMO and LUMO (spin up / spin down)**: 6.34 / 6.25 eV

Geometry (Å):
Ru (-0.0064, 0.2361, -0.2538)
O (4.9599, 0.1674, -4.9147)
C (4.1177, 0.1945, -4.0559)
S (3.1187, 1.6147, -3.7071)
C (2.1425, 0.8761, -2.4515)
C (2.3994, -0.4343, -2.1581)
S (1.5844, -1.2531, -0.9078)
S (3.6644, -1.2161, -3.0837)
S (0.9856, 1.7828, -1.5909)
Se (-4.9273, 0.8747, 4.2162)
P (-4.3918, 2.5715, 3.0848)
C (-5.7839, 3.3553, 2.2111)
C (-7.0623, 3.1518, 2.7145)
C (-8.1498, 3.7984, 2.1428)
C (-7.9634, 4.6456, 1.0622)
C (-6.6878, 4.8441, 0.5492)
C (-5.6008, 4.2008, 1.1177)
C (-3.7747, 3.9154, 4.1611)
C (-3.1893, 3.5850, 5.3779)
C (-2.7225, 4.5784, 6.2261)
C (-2.8618, 5.9128, 5.8762)
C (-3.4614, 6.2506, 4.6713)
C (-3.9065, 5.2582, 3.8120)
C (-3.1915, 2.2167, 1.7898)
C (-1.8304, 1.8956, 1.7114)
N (-1.6276, 1.4832, 0.4338)
N (-2.7675, 1.5448, -0.2208)
N (-3.7182, 1.9793, 0.5698)
P (-0.4543, 1.7561, 2.8344)
Se (1.2917, 1.1245, 1.7458)
C (-0.9772, 0.5957, 4.1170)
C (-1.0427, 0.9053, 5.4710)
C (-1.4434, -0.0622, 6.3810)
C (-1.7752, -1.3348, 5.9408)
C (-1.7078, -1.6433, 4.5893)
C (-1.3104, -0.6839, 3.6746)
C (-0.0523, 3.3532, 3.5747)
C (0.9774, 3.4204, 4.5140)
C (1.4194, 4.6495, 4.9723)
C (0.8543, 5.8183, 4.4792)
C (-0.1541, 5.7536, 3.5307)
C (-0.6113, 4.5239, 3.0796)
H (-7.1967, 2.4729, 3.5476)
H (-9.1433, 3.6303, 2.5385)
H (-8.8121, 5.1424, 0.6089)
H (-6.5399, 5.4886, -0.3077)
H (-4.6156, 4.3328, 0.6922)
H (-3.1301, 2.5423, 5.6614)
H (-2.2616, 4.3079, 7.1681)
H (-2.5063, 6.6892, 6.5421)
H (-3.5839, 7.2909, 4.3970)
H (-4.3767, 5.5372, 2.8791)
H (-0.8105, 1.9029, 5.8189)
H (-1.5047, 0.1834, 7.4337)
H (-2.0939, -2.0860, 6.6525)
H (-1.9739, -2.6325, 4.2405)
H (-1.2623, -0.9299, 2.6189)
H (1.4579, 2.5125, 4.8583)
H (2.2204, 4.6957, 5.6988)
H (1.2084, 6.7798, 4.8290)
H (-0.5872, 6.6623, 3.1341)
H (-1.3867, 4.4733, 2.3257)
Br (-5.1633, -3.4239, -4.3265)
C (-4.5868, -3.1702, -2.5330)
C (-5.3093, -3.7572, -1.5066)
C (-4.8895, -3.5711, -0.1971)
C (-3.7595, -2.8158, 0.0746)
C (-3.0506, -2.2358, -0.9683)
C (-3.4648, -2.4036, -2.2842)
C (-1.8489, -1.4007, -0.6776)
O (-1.3446, -0.6852, -1.5865)
O (-1.3524, -1.3812, 0.4857)
H (-6.1885, -4.3457, -1.7300)
H (-5.4539, -4.0154, 0.6125)
H (-3.4207, -2.6554, 1.0889)
H (-2.9099, -1.9294, -3.0814)

No. 7
Entry from the OMol25 dataset: a cluster of 2 separate species, C3H3NO in total in a non-equilibrium geometry (ωB97M-V/def2-TZVPD).

Properties
**ΔE to the lowest compared entry with this formula, charge and spin**: 112.55 kcal per mole
**LUMO**: 0.07 eV
**Gap between HOMO and LUMO**: 10.15 eV

Geometry (Å):
C (-1.1389, 0.7176, -0.5392)
C (1.6659, 0.0993, 0.2330)
C (-1.8473, -0.4069, -0.5308)
N (1.1542, -0.4604, -0.6200)
O (1.9094, 0.6599, 1.3152)
H (-1.3769, -1.2954, -0.8385)
H (2.5466, 1.3435, 1.2861)
H (-2.9131, -0.6576, -0.3058)

What did the seventh record say?
Entry from the OMol25 dataset: a cluster of 2 separate species, C3H3NO in total in a non-equilibrium geometry (ωB97M-V/def2-TZVPD).

Properties
**ΔE to the lowest compared entry with this formula, charge and spin**: 112.55 kcal per mole
**LUMO**: 0.07 eV
**Gap between HOMO and LUMO**: 10.15 eV

Geometry (Å):
C (-1.1389, 0.7176, -0.5392)
C (1.6659, 0.0993, 0.2330)
C (-1.8473, -0.4069, -0.5308)
N (1.1542, -0.4604, -0.6200)
O (1.9094, 0.6599, 1.3152)
H (-1.3769, -1.2954, -0.8385)
H (2.5466, 1.3435, 1.2861)
H (-2.9131, -0.6576, -0.3058)